# C13H10N2O2PbS4

C13H10N2O2PbS4 as an isolated structure at a distorted geometry (ωB97M-V with the def2-TZVPD basis set, OMol25).

The geometry in XYZ format:
```
32
Properties=species:S:1:pos:R:3:mulliken_charge:R:1
Pb -16.83381 5.10062 1.22433 0.824
S -17.46713 7.48389 1.71607 -0.319
S -19.44688 7.69332 1.19247 -0.126
S -20.61353 5.81626 1.46262 -0.082
S -19.14986 4.34408 1.76710 -0.345
O -17.92268 -2.46950 1.26742 -0.493
C -16.55636 -2.35592 1.14768 0.414
O -15.90483 -3.35450 1.16834 -0.520
C -15.96065 -0.99886 1.21680 0.897
C -14.58616 -0.84269 1.28097 -0.923
C -14.01516 0.39476 1.37510 -0.402
C -14.80991 1.53079 1.47949 1.235
C -16.18150 1.40088 1.35956 -0.040
C -16.73164 0.14472 1.24927 -0.977
N -14.33558 2.85187 1.45786 0.016
C -13.12351 3.18103 1.56422 -0.065
C -12.71980 4.58194 1.53142 0.415
C -11.37179 4.88884 1.47056 -0.698
C -10.98708 6.22354 1.63229 -0.336
C -11.98882 7.17658 1.74589 -0.681
C -13.31162 6.74084 1.76563 -0.017
N -13.68447 5.46669 1.67901 -0.101
H -18.38393 -1.70371 0.92103 0.321
H -14.01237 -1.78244 1.22744 0.418
H -12.93137 0.48379 1.41478 0.246
H -16.83263 2.26066 1.42612 -0.411
H -17.80338 0.12212 1.25141 0.189
H -12.33891 2.43007 1.47890 0.146
H -10.72276 4.03209 1.48661 0.345
H -9.90433 6.47145 1.64107 0.372
H -11.78119 8.23662 1.81366 0.383
H -14.12049 7.44187 1.82306 0.315
```

Summary:
- HOMO-LUMO gap: 0.2239 Eh
- DFT total energy: -69307.2316 eV

# C13H10N4OSY

C13H10N4OSY as an isolated structure at a distorted geometry (ωB97M-V with the def2-TZVPD basis set, OMol25).

The geometry in XYZ format:
```
30
Properties=species:S:1:pos:R:3:mulliken_charge:R:1
Y -0.37038 0.78516 0.01473 1.425
O 0.43952 -2.45723 2.20143 -0.635
C 0.24548 -1.27742 1.96824 0.521
N -0.85988 -0.75819 1.37298 -0.645
C -1.74220 -1.79671 0.83238 -0.816
C -1.34220 -2.11152 -0.59598 0.833
C -1.30137 -3.40678 -1.09365 -0.661
C -0.96961 -3.61139 -2.42329 -0.252
C -0.68600 -2.51485 -3.22604 -0.659
C -0.70286 -1.25584 -2.65506 -0.204
N -1.01774 -1.05377 -1.36663 -0.288
C 1.30564 -0.25452 2.32734 0.567
C 2.26245 -0.56128 3.28445 -0.582
C 3.29583 0.33541 3.50340 -0.259
C 3.35267 1.49038 2.73556 -0.655
C 2.35341 1.73515 1.80868 -0.154
N 1.33825 0.88692 1.61348 -0.278
H -2.78045 -1.44043 0.85398 0.323
H -1.64972 -2.69535 1.45376 0.448
H -1.51214 -4.24319 -0.44694 0.383
H -0.95170 -4.61073 -2.83175 0.438
H -0.44474 -2.63436 -4.27024 0.411
H -0.47103 -0.37562 -3.24358 0.463
H 2.17408 -1.49262 3.82467 0.452
H 4.06072 0.11849 4.23164 0.454
H 4.16675 2.18810 2.84337 0.402
H 2.36918 2.62223 1.18510 0.428
S 3.17058 -0.52342 -2.13955 -0.336
C 2.01050 0.41234 -1.67035 0.591
N 1.13510 1.15791 -1.33679 -0.714
```

Summary:
- HOMO-LUMO gap: 0.2893 Eh
- DFT total energy: -33526.3590 eV
- Net charge: +1

# C13H11AsBrIO6SV

C13H11AsBrIO6SV as an isolated structure (ωB97M-V with the def2-TZVPD basis set, OMol25).

The geometry in XYZ format:
```
35
Properties=species:S:1:pos:R:3:mulliken_charge:R:1
V 0.51513 -0.04058 0.72821 0.454
O -1.68597 -2.68565 -1.28808 -0.531
As -0.08077 -2.10879 -1.63057 0.999
O 0.86357 -3.22514 -2.30788 -0.694
O 0.46404 -1.60275 -0.04623 -0.618
C -0.24508 -0.53632 -2.74849 -0.254
C 0.25255 -0.78001 -4.02469 -0.535
C 0.18795 0.19316 -5.01342 -0.596
C -0.37924 1.42464 -4.73774 -0.555
C -0.86562 1.68905 -3.46515 -0.706
C -0.79538 0.72024 -2.47852 0.831
S -1.34258 1.19770 -0.86354 1.472
O -2.22383 2.30609 -0.97545 -0.688
O -1.76817 -0.01440 -0.18315 -0.605
O -0.02841 1.57604 -0.14801 -0.537
H -1.70411 -3.63248 -1.49184 0.327
H 0.69422 -1.74565 -4.23795 0.538
H 0.58001 -0.02336 -5.99787 0.402
H -0.44373 2.18676 -5.50228 0.406
H -1.30638 2.64757 -3.22786 0.483
I 3.82129 -0.99634 1.16322 0.037
C 2.44532 0.43767 0.40981 -1.159
H 2.67560 0.57453 -0.64528 0.568
H 2.62778 1.37681 0.93823 0.466
Br -0.92619 0.21275 7.21439 -0.180
C -0.46991 0.13932 5.37978 0.183
C 0.84020 0.39605 5.00056 -0.762
C 1.17670 0.33915 3.65814 -0.101
C 0.21159 0.03035 2.69812 0.619
C -1.10015 -0.21897 3.10750 0.026
C -1.44836 -0.16950 4.45046 -0.773
H 1.58430 0.63198 5.74857 0.414
H 2.20455 0.52299 3.36965 0.220
H -1.86836 -0.45635 2.37902 0.434
H -2.46253 -0.36657 4.76836 0.418
```

Summary:
- HOMO-LUMO gap (spin up / spin down): 0.2878 / 0.3080 Eh
- Spin multiplicity: 2
- DFT total energy: -201448.4468 eV
- Expectation value of S²: 0.764